{
  "formula": "C2H3NO",
  "method": "wB97M-V/def2-TZVPD",
  "spin_multiplicity": 1,
  "gap_ev": 10.785,
  "relative_energy_kcal_mol": 47.05,
  "elements": ["O", "C", "C", "N", "H", "H", "H"],
  "positions_angstrom": [[2.0162, -0.2493, 0.2121], [0.8367, -0.0794, 0.2153], [-0.4990, -0.5418, -0.0204], [-0.1210, 0.9469, 0.2144], [-0.7709, -0.6073, -1.1096], [-1.0393, -1.1380, 0.7766], [-0.4227, 1.6689, -0.2883]]
}